Entry 1:
A cluster of 2 separate species, C3H5NO2 in total. Source: the Open Molecules 2025 dataset; level of theory: ωB97M-V/def2-TZVPD.

Results
**Max |F|**: 0.0094 hartree/bohr
**Kohn-Sham gap**: 9.21 eV
**Total charge**: 0
**LUMO level**: -0.37 eV
**Highest occupied orbital energy**: -0.352 Eh

Each line ends with the natural charge from an NBO analysis.
Geometry (Å):
N -1.457 1.608 -0.002  -0.58
C -0.540 0.788 -0.263  0.36
C 0.824 0.754 0.398  0.27
O 1.394 -0.274 -0.155  -0.45
C 0.568 -0.946 -1.155  0.20
O -0.625 -0.240 -1.188  -0.50
H -2.292 1.414 -0.558  0.35
H 0.457 0.124 2.689  0.00
H 0.153 -0.357 3.171  -0.01
H 1.099 -0.892 -2.108  0.18
H 0.418 -1.978 -0.829  0.18


Entry 2:
A cluster of 11 separate species, H22O11 in total. Source: the Open Molecules 2025 dataset; level of theory: ωB97M-V/def2-TZVPD.

Results
**Max |F|**: 0.0529 hartree/bohr
**Kohn-Sham gap**: 10.80 eV
**Total charge**: 0
**LUMO level**: -0.07 eV
**Highest occupied orbital energy**: -0.399 Eh

Each line ends with the natural charge from an NBO analysis.
Geometry (Å):
O 17.696 0.946 6.505  -0.95
H 18.260 0.272 6.182  0.50
H 17.618 0.871 7.471  0.47
O 21.468 -2.161 7.184  -0.97
H 20.898 -1.503 7.630  0.48
H 21.490 -2.965 7.725  0.47
O 19.383 3.053 10.292  -0.95
H 19.712 3.256 9.445  0.49
H 18.524 3.497 10.225  0.48
O 18.011 -1.666 9.120  -0.95
H 17.476 -0.869 9.203  0.49
H 17.961 -1.928 8.196  0.49
O 21.113 4.765 8.453  -0.96
H 22.047 4.850 8.605  0.47
H 20.992 3.912 8.062  0.49
O 19.705 -0.185 5.182  -0.94
H 20.233 0.083 5.947  0.50
H 19.538 0.618 4.704  0.47
O 19.309 2.882 7.119  -1.02
H 18.551 3.458 7.248  0.47
H 18.946 2.066 6.637  0.50
O 20.148 0.185 7.801  -1.02
H 20.412 1.088 7.969  0.51
H 19.790 -0.202 8.577  0.51
O 20.122 -2.614 10.536  -0.97
H 20.082 -1.912 11.167  0.47
H 19.389 -2.506 9.917  0.49
O 22.239 2.267 8.020  -0.96
H 23.019 2.450 7.467  0.49
H 22.530 1.510 8.520  0.48
O 19.629 0.364 10.634  -0.99
H 19.580 1.313 10.727  0.51
H 20.569 0.123 10.843  0.47


Entry 3:
A cluster of 5 separate species, C31H50N2O17PS in total. Source: the Open Molecules 2025 dataset; level of theory: ωB97M-V/def2-TZVPD.

Results
**Max |F|**: 0.1035 hartree/bohr
**Kohn-Sham gap**: 6.14 eV
**Total charge**: +1
**LUMO level**: -5.14 eV
**Highest occupied orbital energy**: -0.414 Eh

Each line ends with the Mulliken charge.
Geometry (Å):
C 6.343 6.422 -0.443  -1.14
C 5.554 5.655 -1.653  0.20
C 6.073 4.100 -1.672  -1.27
C 4.856 3.162 -1.145  0.36
C 4.422 3.144 0.360  -0.34
N 3.299 2.317 0.744  0.06
C 2.533 1.511 -0.195  -0.18
P 1.051 0.534 0.481  0.89
O 0.627 1.291 1.981  -0.40
O 1.487 -1.096 0.690  -0.53
S -0.532 0.739 -0.660  -0.34
C 2.902 1.441 -1.717  -0.34
C 4.109 2.301 -2.243  0.67
O 4.483 2.295 -3.616  -0.10
N 3.588 1.579 -4.385  -0.07
O 4.066 0.561 -4.758  -0.20
O 4.152 5.730 -1.313  -0.25
C 3.298 5.756 -2.481  -0.29
C 1.782 5.647 -1.919  0.41
C 0.554 5.245 -2.778  -0.53
C -0.878 5.122 -2.129  -0.44
C -1.139 5.390 -0.598  -0.41
C 0.093 5.806 0.250  -0.49
C 1.525 5.932 -0.399  -0.31
H 7.262 5.852 -0.079  0.31
H 5.602 6.442 0.450  0.24
H 6.565 7.515 -0.686  0.32
H 5.841 6.202 -2.615  0.46
H 6.394 3.838 -2.741  0.25
H 6.955 3.917 -0.972  0.51
H 4.976 3.791 1.136  0.39
H 3.007 2.282 1.733  0.28
H 0.744 2.267 1.902  0.26
H 0.666 -1.630 0.847  0.38
H 2.232 0.786 -2.363  0.43
H 3.459 6.647 -3.179  0.39
H 3.521 4.805 -3.111  0.14
H 0.647 5.027 -3.895  0.32
H -1.814 4.849 -2.742  0.31
H -2.183 5.297 -0.120  0.41
H -0.064 5.987 1.371  0.35
H 2.354 6.247 0.338  0.29
C -7.699 -1.230 0.215  -1.08
C -7.169 -0.895 -1.168  -0.16
O -6.460 0.351 -1.167  -0.36
C -5.241 0.326 -0.607  0.73
O -4.696 -0.638 -0.123  -0.57
O -4.731 1.570 -0.660  -0.35
C -3.475 1.704 0.002  -0.19
H -8.313 -0.412 0.599  0.29
H -8.300 -2.142 0.186  0.35
H -6.887 -1.381 0.929  0.31
H -8.010 -0.775 -1.856  0.29
H -6.538 -1.694 -1.565  0.30
H -2.747 0.983 -0.377  -0.17
H -3.610 1.585 1.080  0.35
H -3.098 2.710 -0.191  0.20
C 5.048 -2.319 -6.847  -1.16
C 3.710 -1.662 -7.131  0.07
O 3.468 -1.558 -8.539  -0.38
C 3.141 -2.705 -9.159  0.75
O 3.025 -3.789 -8.638  -0.55
O 2.982 -2.441 -10.467  -0.34
C 2.736 -3.599 -11.263  -0.63
H 5.853 -1.786 -7.361  0.32
H 5.254 -2.325 -5.774  0.34
H 5.071 -3.351 -7.204  0.37
H 3.719 -0.643 -6.740  0.11
H 2.887 -2.189 -6.640  0.31
H 1.880 -4.164 -10.888  0.29
H 3.630 -4.228 -11.290  0.29
H 2.514 -3.269 -12.278  0.23
C 0.279 -0.462 4.529  -0.89
C -0.187 0.482 5.622  -0.26
O -1.541 0.214 6.001  -0.40
C -1.728 -0.889 6.747  0.80
O -0.868 -1.650 7.124  -0.56
O -3.044 -1.011 6.986  -0.36
C -3.394 -2.207 7.682  -0.40
H -0.400 -0.422 3.673  0.15
H 1.285 -0.200 4.196  0.29
H 0.293 -1.499 4.873  0.42
H -0.164 1.508 5.245  0.28
H 0.470 0.444 6.496  0.32
H -2.833 -2.302 8.615  0.30
H -3.222 -3.074 7.040  0.05
H -4.456 -2.159 7.923  0.27
C -6.490 -8.395 6.314  -1.09
C -5.974 -8.062 4.927  -0.16
O -5.260 -6.819 4.919  -0.35
C -4.034 -6.849 5.467  0.75
O -3.489 -7.815 5.946  -0.55
O -3.520 -5.607 5.407  -0.32
C -2.257 -5.475 6.056  -0.62
H -7.097 -7.573 6.705  0.29
H -7.095 -9.304 6.293  0.35
H -5.671 -8.547 7.021  0.32
H -6.821 -7.940 4.247  0.28
H -5.350 -8.864 4.524  0.31
H -1.535 -6.198 5.670  0.37
H -2.381 -5.593 7.135  0.33
H -1.878 -4.471 5.859  0.09


Entry 4:
A cluster of 2 separate species, C12H25BrCl2N5O in total. Source: the Open Molecules 2025 dataset; level of theory: ωB97M-V/def2-TZVPD.

Results
**Max |F|**: 0.0216 hartree/bohr
**Kohn-Sham gap**: 10.22 eV
**Total charge**: +1
**LUMO level**: -2.33 eV
**Highest occupied orbital energy**: -0.461 Eh

Each line ends with the natural charge from an NBO analysis.
Geometry (Å):
C -5.065 0.177 -2.196  -0.65
C -5.508 -0.769 -1.087  -0.07
O -4.491 -1.001 -0.123  -0.54
C -4.473 -0.067 0.928  -0.07
C -3.026 0.128 1.366  -0.25
N -2.253 0.528 0.210  -0.55
C -0.966 0.354 -0.042  0.60
N -0.412 0.750 -1.204  -0.49
C 0.870 0.440 -1.129  0.45
C 1.914 0.720 -2.140  -0.30
N 2.361 2.130 -2.023  -0.80
N 1.139 -0.146 0.043  -0.35
N -0.029 -0.220 0.766  -0.20
C 0.013 -0.790 2.106  -0.25
C -0.004 0.261 3.242  -0.26
C 1.308 0.250 4.055  -0.63
Br -1.483 -0.071 4.465  0.03
H -5.191 1.219 -1.907  0.20
H -5.643 -0.036 -3.087  0.23
H -4.012 0.022 -2.423  0.21
H -5.714 -1.732 -1.545  0.20
H -6.440 -0.432 -0.636  0.18
H -4.918 0.892 0.649  0.17
H -5.048 -0.429 1.782  0.20
H -3.041 0.893 2.139  0.22
H -2.705 -0.815 1.790  0.21
H -2.763 0.986 -0.528  0.43
H 1.484 0.581 -3.123  0.24
H 2.772 0.073 -1.979  0.23
H 1.959 2.667 -2.777  0.38
H 2.087 2.548 -1.147  0.36
H 2.019 -0.481 0.403  0.45
H -0.723 -1.568 2.253  0.25
H 0.972 -1.292 2.178  0.23
H -0.093 1.239 2.784  0.23
H 1.967 1.050 3.733  0.23
H 1.072 0.389 5.100  0.25
H 1.830 -0.699 3.968  0.21
Cl 5.920 0.185 -3.568  -0.05
C 6.810 -0.545 -2.210  -0.40
C 5.963 -1.538 -1.462  -0.36
Cl 4.629 -0.727 -0.584  -0.11
H 7.153 0.258 -1.562  0.23
H 7.678 -1.051 -2.627  0.24
H 6.561 -2.061 -0.719  0.23
H 5.522 -2.272 -2.131  0.23


Entry 5:
A cluster of 13 separate species, C5H36NO14 in total. Source: the Open Molecules 2025 dataset; level of theory: ωB97M-V/def2-TZVPD.

Results
**Max |F|**: 0.0340 hartree/bohr
**Kohn-Sham gap**: 9.31 eV
**Total charge**: -1
**LUMO level**: 2.47 eV
**Highest occupied orbital energy**: -0.252 Eh

Each line ends with the natural charge from an NBO analysis.
Geometry (Å):
C -2.207 -0.700 -1.131  -0.24
N -0.869 -0.144 -1.479  -0.67
C -0.476 1.062 -0.731  -0.13
C -1.623 2.038 -0.416  -0.09
O -1.146 3.228 0.265  -0.78
C 0.573 1.746 -1.614  -0.06
O 1.287 2.770 -0.910  -0.75
C -3.254 -0.068 -2.021  -0.63
H -2.386 -0.553 -0.064  0.20
H -2.230 -1.771 -1.314  0.20
H -0.166 -0.844 -1.238  0.39
H -0.033 0.953 0.263  0.20
H -2.094 2.481 -1.302  0.15
H -2.422 1.687 0.233  0.23
H -0.213 3.335 0.013  0.49
H 1.285 1.005 -1.993  0.15
H 0.059 2.158 -2.484  0.17
H -3.174 -0.427 -3.046  0.21
H -3.194 1.010 -2.137  0.21
H -4.294 -0.296 -1.766  0.21
H -2.168 1.628 2.628  0.50
H -2.478 3.044 1.942  0.49
O -2.841 2.193 2.204  -1.02
H 3.421 -0.483 1.719  0.51
H 3.606 -1.058 3.132  0.46
O 3.904 -1.187 2.225  -1.01
H 3.984 1.511 -1.040  0.45
H 3.714 1.480 0.472  0.50
O 4.270 1.917 -0.218  -0.98
H -1.324 1.454 -4.522  0.47
H -1.369 0.070 -3.858  0.49
O -1.709 0.579 -4.608  -0.96
H 1.656 0.018 2.595  0.52
H 1.414 -1.489 3.235  0.49
O 1.126 -0.571 3.239  -1.05
H 2.192 -3.076 -2.021  0.49
H 1.690 -3.437 -0.689  0.48
O 1.749 -3.811 -1.578  -0.94
H 2.273 -0.369 -0.704  0.49
H 1.415 -1.034 0.350  0.50
O 1.830 -1.200 -0.508  -0.99
H -0.497 -0.142 2.986  0.53
H -1.762 -0.129 3.930  0.47
O -1.454 0.100 3.047  -1.01
H -4.605 0.827 1.593  0.48
H -3.591 0.018 2.351  0.48
O -4.465 -0.053 1.956  -0.96
H -0.947 -2.995 -3.382  0.47
H 0.107 -3.693 -2.376  0.50
O -0.544 -3.813 -3.090  -0.99
H 1.631 -3.679 1.770  0.46
H 2.959 -3.073 2.266  0.50
O 2.178 -3.568 2.557  -0.97
H 1.694 2.288 -0.169  0.51
H 2.474 1.551 1.909  0.45
O 2.274 0.803 1.329  -1.28